# 1
The following is a DFT calculation (ωB97M-V/def2-TZVPD) of 9 unconnected molecules or ions with the total composition C57H133N13O9P2.

## Properties
Electronic energy ... -4322.95102 a.u.
SMILES ... CN(C)P(=O)(N(C)C)N(C)C.CN(C)P(=O)(N(C)C)N(C)C.CC1(C)CCCC(C)(C)N1O.CC1(C)CCCC(C)(C)N1O.CC1(C)CCCC(C)(C)N1O.CC1(C)CCCC(C)(C)N1O.CN(C)C=O.CN(C)C=O.CN(C)C=O
Highest occupied orbital energy ... -7.6 eV
Lowest unoccupied orbital energy ... 0.39 eV
Gap between HOMO and LUMO ... 8.0 eV

```
! wB97M-V def2-TZVPD RIJCOSX def2/J DEFGRID3
* xyz 0 1
C 0.101 -0.871 1.856
O 1.031 -0.570 2.658
N 0.016 -0.472 0.572
C -0.944 -0.947 -0.412
C 1.095 0.199 0.046
H -0.774 -1.481 2.128
H -0.952 -0.342 -1.318
H -1.938 -1.143 -0.010
H -0.491 -1.879 -0.751
H 0.745 1.143 -0.370
H 1.797 0.556 0.800
H 1.499 -0.499 -0.687
C -2.371 2.509 1.136
O -3.452 2.231 0.597
N -1.768 3.704 1.049
C -0.486 3.883 1.692
C -2.306 4.935 0.416
H -1.742 1.733 1.600
H 0.302 3.605 0.992
H -0.278 3.199 2.514
H -0.193 4.914 1.888
H -2.420 5.757 1.124
H -1.686 5.275 -0.414
H -3.310 4.799 0.013
C -1.244 4.764 -5.817
O -0.353 4.743 -6.584
N -1.484 3.709 -4.911
C -0.388 2.748 -4.630
C -2.843 3.701 -4.217
H -1.975 5.586 -5.763
H -0.632 1.731 -4.938
H -0.006 2.742 -3.610
H 0.411 3.092 -5.287
H -2.715 3.824 -3.141
H -3.539 4.484 -4.516
H -3.283 2.704 -4.266
O 1.433 4.629 -0.973
P 2.694 5.263 -1.457
N 4.072 4.740 -0.609
C 3.822 4.434 0.798
C 5.428 5.148 -0.902
N 2.752 6.984 -1.411
C 1.634 7.846 -1.065
C 3.900 7.765 -1.820
N 2.964 4.974 -3.168
C 3.797 3.899 -3.697
C 1.945 5.519 -4.055
H 3.751 5.397 1.304
H 4.551 3.695 1.130
H 2.910 3.849 0.916
H 6.036 4.268 -1.111
H 5.838 5.483 0.051
H 5.562 5.869 -1.708
H 0.905 7.856 -1.875
H 1.346 7.422 -0.103
H 1.981 8.857 -0.850
H 3.661 8.694 -2.338
H 4.466 8.111 -0.955
H 4.502 7.208 -2.538
H 3.863 3.942 -4.784
H 4.797 3.953 -3.266
H 3.463 2.901 -3.416
H 1.499 6.427 -3.650
H 1.197 4.770 -4.316
H 2.418 5.787 -5.000
O -0.620 0.113 10.135
P -0.207 1.375 9.609
N -1.237 2.805 9.939
C -2.038 2.856 11.125
C -1.002 4.125 9.390
N 0.051 1.412 7.900
C 0.982 2.327 7.198
C -0.947 0.736 7.004
N 1.410 1.788 10.060
C 2.382 0.713 9.844
C 1.758 2.939 10.934
H -1.367 3.021 11.968
H -2.569 1.922 11.310
H -2.821 3.613 11.081
H -1.128 4.087 8.308
H -0.038 4.508 9.725
H -1.888 4.734 9.571
H 0.449 3.226 6.888
H 1.817 2.635 7.827
H 1.371 1.825 6.312
H -1.230 -0.192 7.500
H -1.842 1.341 6.859
H -0.536 0.386 6.057
H 2.818 0.552 10.830
H 1.954 -0.242 9.540
H 3.137 1.047 9.133
H 2.460 2.844 11.764
H 0.847 3.083 11.515
H 1.814 3.883 10.394
C 5.194 -3.984 1.634
C 3.647 -4.192 1.516
C 3.481 -5.760 1.367
C 3.443 -6.571 2.692
C 2.395 -5.941 3.585
C 2.557 -4.367 3.858
N 2.942 -3.635 2.595
O 3.299 -2.288 2.970
C 1.227 -3.915 4.364
C 3.500 -4.229 5.059
C 3.280 -3.391 0.194
H 5.454 -2.928 1.562
H 5.774 -4.632 0.976
H 5.418 -4.265 2.663
H 2.464 -5.791 0.977
H 4.061 -6.314 0.629
H 4.437 -6.574 3.140
H 3.025 -7.578 2.712
H 2.486 -6.518 4.505
H 1.463 -6.168 3.067
H 0.984 -4.496 5.254
H 1.345 -2.850 4.568
H 0.400 -4.199 3.713
H 4.511 -4.361 4.675
H 3.402 -3.205 5.419
H 3.319 -5.015 5.792
H 3.510 -3.783 -0.798
H 3.786 -2.438 0.043
H 2.230 -3.139 0.041
H 2.501 -1.838 2.683
C -2.944 -3.698 1.652
C -4.201 -2.843 1.726
C -5.386 -3.656 2.307
C -5.523 -3.742 3.848
C -5.383 -2.416 4.487
C -4.222 -1.458 4.013
N -3.986 -1.592 2.589
O -3.248 -0.635 1.892
C -4.797 -0.016 4.316
C -2.862 -1.736 4.798
C -4.534 -2.453 0.269
H -2.235 -3.474 2.449
H -2.379 -3.409 0.765
H -3.177 -4.762 1.689
H -6.302 -3.297 1.838
H -5.243 -4.663 1.914
H -4.631 -4.250 4.214
H -6.419 -4.264 4.186
H -5.283 -2.680 5.539
H -6.264 -1.775 4.455
H -5.486 0.255 3.515
H -5.375 0.072 5.236
H -4.081 0.796 4.197
H -2.500 -2.649 4.326
H -2.102 -0.969 4.650
H -3.023 -1.651 5.872
H -4.998 -3.262 -0.296
H -3.621 -2.115 -0.222
H -5.188 -1.583 0.312
H -3.733 0.193 1.921
C -6.701 -4.281 -5.247
C -5.585 -3.543 -4.425
C -5.007 -4.661 -3.568
C -3.715 -4.488 -2.884
C -2.660 -3.980 -3.924
C -3.053 -2.888 -4.868
N -4.492 -3.167 -5.366
O -4.809 -2.224 -6.232
C -2.855 -1.387 -4.264
C -2.090 -3.131 -6.096
C -6.117 -2.389 -3.558
H -7.383 -3.585 -5.735
H -7.410 -4.851 -4.647
H -6.321 -4.970 -6.002
H -5.792 -4.980 -2.882
H -4.878 -5.607 -4.093
H -3.364 -5.260 -2.199
H -3.897 -3.683 -2.171
H -2.230 -4.887 -4.349
H -1.903 -3.638 -3.219
H -2.113 -1.247 -3.478
H -2.505 -0.809 -5.120
H -3.813 -1.081 -3.845
H -2.402 -4.011 -6.659
H -2.131 -2.321 -6.824
H -1.049 -3.160 -5.774
H -5.323 -2.024 -2.907
H -7.025 -2.615 -2.998
H -6.314 -1.436 -4.049
H -5.127 -2.678 -7.016
C 3.359 0.198 -9.785
C 2.997 0.140 -8.315
C 1.674 -0.514 -8.152
C 1.339 -0.823 -6.711
C 2.432 -1.713 -6.111
C 3.822 -1.020 -6.116
N 4.068 -0.627 -7.508
O 5.374 -0.272 -7.765
C 3.823 0.149 -5.091
C 4.802 -2.115 -5.665
C 2.959 1.679 -7.900
H 2.731 0.848 -10.395
H 3.317 -0.830 -10.144
H 4.409 0.485 -9.831
H 0.833 0.146 -8.363
H 1.555 -1.474 -8.656
H 0.452 -1.439 -6.563
H 1.077 0.050 -6.114
H 2.624 -2.517 -6.822
H 2.189 -2.081 -5.114
H 4.480 0.884 -5.556
H 2.853 0.608 -4.897
H 4.171 -0.034 -4.074
H 5.796 -1.688 -5.536
H 4.596 -2.441 -4.646
H 4.811 -2.924 -6.396
H 4.001 1.920 -7.689
H 2.423 1.919 -6.982
H 2.546 2.351 -8.652
H 5.750 -1.006 -8.256
*
```


# 2
The following is a DFT calculation (ωB97M-V/def2-TZVPD) of C27H28ClN3O5S in the gas phase.

## Properties
Electronic energy ... -2444.47705 a.u.
SMILES ... C=CCN(c1ccccc1OC)S(=O)(=O)c1ccc(Cl)c(C(=O)Nc2ccc(N3CCOCC3)cc2)c1
Highest occupied orbital energy ... -7.5 eV
Lowest unoccupied orbital energy ... 0.18 eV
Gap between HOMO and LUMO ... 7.7 eV

```
! wB97M-V def2-TZVPD RIJCOSX def2/J DEFGRID3
* xyz 0 1
C 4.837 2.622 -2.844
C 4.748 2.841 -1.547
C 5.004 1.799 -0.503
N 3.902 1.773 0.442
S 4.209 1.053 1.917
O 3.218 1.491 2.853
O 5.591 1.254 2.231
C 3.889 -0.666 1.533
C 2.560 -0.999 1.376
C 2.199 -2.205 0.782
C 3.220 -3.091 0.425
C 4.556 -2.772 0.640
C 4.895 -1.534 1.156
H 5.924 -1.233 1.277
H 5.318 -3.483 0.363
Cl 2.835 -4.608 -0.282
C 0.784 -2.376 0.310
O 0.547 -2.813 -0.800
N -0.139 -1.911 1.182
C -1.493 -1.629 0.945
C -2.165 -2.023 -0.207
C -3.488 -1.683 -0.389
C -4.193 -0.929 0.559
C -3.507 -0.553 1.719
C -2.186 -0.901 1.907
H -1.678 -0.584 2.807
H -3.993 0.033 2.482
N -5.527 -0.641 0.351
C -6.017 -0.348 -0.983
H -5.171 -0.299 -1.669
C -6.743 1.015 -0.985
O -6.143 1.897 -0.068
C -6.334 1.485 1.272
C -6.353 -0.052 1.375
H -6.031 -0.383 2.362
H -7.373 -0.421 1.218
H -7.276 1.900 1.663
H -5.500 1.914 1.830
H -7.811 0.892 -0.752
H -6.655 1.490 -1.963
H -6.705 -1.135 -1.322
H -3.990 -2.031 -1.278
H -1.649 -2.600 -0.955
H 0.197 -1.598 2.083
H 1.820 -0.275 1.680
C 2.575 1.611 -0.012
C 1.597 2.382 0.601
C 0.260 2.221 0.286
C -0.108 1.295 -0.672
C 0.854 0.531 -1.311
C 2.199 0.657 -0.980
O 3.186 -0.117 -1.515
C 2.848 -1.038 -2.532
H 2.449 -0.526 -3.412
H 3.783 -1.532 -2.794
H 2.131 -1.785 -2.183
H 0.543 -0.195 -2.043
H -1.147 1.154 -0.925
H -0.489 2.818 0.784
H 1.911 3.088 1.352
H 5.172 0.822 -0.970
H 5.881 2.065 0.094
H 4.460 3.809 -1.161
H 4.650 3.398 -3.567
H 5.113 1.657 -3.236
*
```


# 3
The following is a DFT calculation (ωB97M-V/def2-TZVPD) of a molecular structure, C8H8BrN3ReS2.

## Properties
Electronic energy ... -3921.89253 a.u.
Highest occupied orbital energy (spin up / spin down) ... -15.4 / -15.4 eV
Expectation value of S² ... 0.790
Lowest unoccupied orbital energy (spin up / spin down) ... -10.82 / -10.48 eV
Gap between HOMO and LUMO (spin up / spin down) ... 4.6 / 5.0 eV

```
! wB97M-V def2-TZVPD RIJCOSX def2/J DEFGRID3
* xyz 2 2
Re 1.121 -0.350 0.953
C 3.906 2.202 -2.589
S 2.838 0.990 -3.390
C 1.949 0.475 -1.952
S 2.749 -0.497 -0.701
N 0.708 0.753 -1.817
N 0.107 0.341 -0.703
C -1.208 0.448 -0.646
C -1.792 -0.223 0.466
C -3.161 -0.368 0.713
C -3.572 -1.242 1.706
C -2.609 -1.925 2.444
C -1.263 -1.678 2.206
N -0.854 -0.854 1.241
H 4.552 2.629 -3.354
H 4.516 1.724 -1.825
H 3.288 2.988 -2.155
H -1.771 0.916 -1.447
H -3.876 0.178 0.115
H -4.624 -1.415 1.881
H -2.886 -2.650 3.191
H -0.495 -2.172 2.794
Br 2.376 -0.271 2.869
*
```


# 4
The following is a DFT calculation (ωB97M-V/def2-TZVPD) of 8 unconnected molecules or ions with the total composition C29H65BBr2O11.

## Properties
Electronic energy ... -7144.49028 a.u.
SMILES ... CB(O)C1=C([C@@H](Br)[C@@H](C)Br)C(=O)OC1=O.CC(C)O.CC(C)O.CC(C)O.CC(C)O.CC(C)O.CC(C)O.CC(C)O
Highest occupied orbital energy ... -9.4 eV
Lowest unoccupied orbital energy ... -0.15 eV
Gap between HOMO and LUMO ... 9.3 eV

```
! wB97M-V def2-TZVPD RIJCOSX def2/J DEFGRID3
* xyz 0 1
C 1.824 2.228 3.472
B 1.299 0.804 3.015
O 2.057 -0.320 3.396
C -0.019 0.523 2.160
C -0.148 0.332 0.838
C 0.916 0.360 -0.248
Br 0.222 -0.356 -1.961
C 1.382 1.827 -0.577
C 0.288 2.894 -0.398
Br 3.069 2.265 0.338
C -1.671 0.060 0.684
O -2.245 -0.527 -0.126
O -2.273 0.651 1.787
C -1.396 0.418 2.834
O -1.681 0.215 3.934
H 1.440 2.481 4.481
H 2.927 2.139 3.555
H 1.643 3.036 2.749
H 2.018 -0.300 4.368
H 1.781 -0.273 -0.002
H 1.632 1.815 -1.649
H -0.534 2.707 -1.112
H -0.087 3.001 0.631
H 0.745 3.865 -0.665
C -6.649 -0.674 -1.031
C -6.152 0.691 -1.485
C -5.475 0.603 -2.842
O -5.237 1.210 -0.521
H -5.815 -1.375 -0.929
H -7.126 -0.602 -0.051
H -7.368 -1.088 -1.741
H -6.990 1.389 -1.537
H -4.603 -0.058 -2.800
H -5.113 1.585 -3.154
H -6.162 0.225 -3.601
H -4.490 0.600 -0.465
C 5.706 2.014 -4.754
C 5.094 2.571 -3.478
C 5.859 2.107 -2.249
O 3.731 2.153 -3.378
H 5.676 0.920 -4.752
H 5.141 2.347 -5.627
H 6.744 2.333 -4.867
H 5.091 3.661 -3.519
H 5.831 1.016 -2.166
H 5.400 2.506 -1.345
H 6.902 2.427 -2.284
H 3.720 1.188 -3.340
C -6.326 -3.060 -6.406
C -6.837 -2.638 -5.038
C -8.139 -3.341 -4.695
O -7.035 -1.223 -5.017
H -7.046 -2.798 -7.187
H -5.395 -2.542 -6.644
H -6.146 -4.136 -6.445
H -6.087 -2.866 -4.278
H -8.921 -3.088 -5.419
H -8.500 -3.022 -3.715
H -8.009 -4.421 -4.684
H -7.697 -1.004 -5.684
C -6.848 -7.568 -1.515
C -6.212 -6.375 -2.211
C -5.454 -5.499 -1.226
O -7.224 -5.602 -2.858
H -7.568 -7.238 -0.761
H -7.396 -8.182 -2.232
H -6.094 -8.190 -1.028
H -5.532 -6.725 -2.991
H -6.128 -5.101 -0.462
H -5.011 -4.642 -1.737
H -4.659 -6.059 -0.730
H -7.834 -5.285 -2.180
C 5.592 -2.988 -1.825
C 5.449 -2.040 -0.644
C 5.551 -2.783 0.679
O 4.192 -1.367 -0.718
H 4.795 -3.737 -1.817
H 5.507 -2.442 -2.766
H 6.554 -3.502 -1.805
H 6.224 -1.272 -0.694
H 4.754 -3.526 0.768
H 5.438 -2.092 1.516
H 6.513 -3.292 0.773
H 3.496 -2.035 -0.675
C 6.417 0.441 4.074
C 5.745 0.906 5.357
C 6.494 0.410 6.584
O 4.400 0.429 5.391
H 6.433 -0.651 4.018
H 5.863 0.796 3.202
H 7.443 0.808 4.009
H 5.697 1.996 5.373
H 6.514 -0.683 6.611
H 5.996 0.742 7.497
H 7.522 0.777 6.595
H 4.428 -0.536 5.377
C 2.068 7.249 3.925
C 1.021 6.421 4.654
C 1.200 6.506 6.162
O 1.114 5.059 4.237
H 3.075 6.884 4.148
H 1.933 7.171 2.844
H 2.009 8.301 4.209
H 0.024 6.770 4.383
H 2.179 6.117 6.459
H 0.449 5.901 6.671
H 1.114 7.536 6.513
H 1.992 4.737 4.471
*
```


# 5
The following is a DFT calculation (ωB97M-V/def2-TZVPD) of a gas-phase ion, C6H11O5 (charge +1).

## Properties
Electronic energy ... -610.76461 a.u.
Highest occupied orbital energy (spin up / spin down) ... -12.9 / -14.4 eV
Expectation value of S² ... 2.010
Lowest unoccupied orbital energy (spin up / spin down) ... -3.77 / -8.55 eV
Gap between HOMO and LUMO (spin up / spin down) ... 9.2 / 5.9 eV

```
! wB97M-V def2-TZVPD RIJCOSX def2/J DEFGRID3
* xyz 1 3
C 0.954 -1.028 -0.299
C -0.307 -0.479 -0.898
C 1.780 0.230 0.357
C -1.324 -0.116 0.211
C 0.786 0.836 1.303
C -2.649 0.559 -0.256
O -0.034 0.014 2.142
O 1.713 -1.741 -1.210
O 0.002 0.559 -1.806
O 2.904 -0.150 1.051
O -0.674 0.824 1.167
H 0.635 -1.767 0.438
H -0.814 -1.248 -1.581
H 1.890 0.940 -0.512
H -1.397 -1.082 0.704
H 1.222 1.699 1.868
H -2.950 1.324 0.463
H -3.461 -0.178 -0.450
H -2.607 1.103 -1.265
H 2.281 -1.006 -1.447
H -0.715 1.197 -1.954
H 2.765 -0.491 1.973
*
```


# 6
The following is a DFT calculation (ωB97M-V/def2-TZVPD) of C5H11NO2 in the gas phase.

## Properties
Electronic energy ... -402.32619 a.u.
SMILES ... C[C@@H]1O[C@@](N)(O)[C@H]1C
Highest occupied orbital energy ... -9.4 eV
Lowest unoccupied orbital energy ... 0.94 eV
Gap between HOMO and LUMO ... 10.3 eV

```
! wB97M-V def2-TZVPD RIJCOSX def2/J DEFGRID3
* xyz 0 1
C -2.206 -0.531 0.239
C 0.697 1.947 -0.071
C -1.034 0.081 -0.478
C 0.088 0.625 0.349
H -1.324 0.675 -1.347
H -0.072 0.561 1.423
H -1.847 -1.198 1.020
H -2.802 0.265 0.687
H 0.065 2.777 0.245
H 1.681 2.067 0.380
H -2.827 -1.094 -0.454
H 0.811 1.999 -1.154
C 0.882 -0.734 -0.178
N 0.997 -1.674 0.885
O 2.128 -0.477 -0.745
O -0.096 -1.061 -1.098
H 1.984 -0.131 -1.634
H 1.049 -2.610 0.499
H 1.828 -1.487 1.434
*
```